(1)
Molecular formula: C5H5NO
Method: DFT, the ωB97M-V functional and the def2-TZVPD basis

Its net charge is 0. The structure (SMILES) is C#CC(=O)[C@H]1CN1.

Last column: Löwdin charge in e.
Geometry (Å):
O1 1.8502 -1.4766 -0.3256  0.120
N1 1.2100 1.5403 0.1981  0.046
C1 -0.5352 -1.6245 -0.3878  -0.030
C2 0.4990 0.5252 -0.5443  -0.283
C3 -0.1520 1.1747 0.6080  -0.132
C4 0.7654 -0.9543 -0.4204  -0.391
C5 -1.7277 -1.7510 -0.2439  0.158
H1 0.1861 0.8073 -1.5492  0.152
H2 1.8914 1.1220 0.8259  0.099
H3 -2.7800 -1.8597 -0.1127  0.041
H4 -0.2763 0.5840 1.5153  0.116
H5 -0.9309 1.9125 0.4367  0.104


(2)
Molecular formula: C5H5NO
Method: DFT, the ωB97M-V functional and the def2-TZVPD basis

Its net charge is 0. The structure (SMILES) is C#CC(=O)[C@H]1CN1.

Last column: Löwdin charge in e.
Geometry (Å):
O1 0.2354 0.2520 1.8919  0.102
N1 -1.8172 0.8922 0.0730  0.039
C1 0.5279 0.2485 0.7130  -0.397
C2 2.9115 -0.5143 -0.1918  0.156
C3 -0.4733 0.5571 -0.3534  -0.259
C4 1.8524 -0.1358 0.2402  -0.023
C5 -1.5824 -0.4359 -0.4559  -0.118
H1 -0.0990 1.0505 -1.2479  0.144
H2 -2.0152 -0.6393 -1.4318  0.104
H3 -1.8417 0.8648 1.0924  0.096
H4 3.8538 -0.8584 -0.5598  0.039
H5 -1.5522 -1.2814 0.2299  0.117


(3)
Molecular formula: C5H5NO
Method: DFT, the ωB97M-V functional and the def2-TZVPD basis

Its net charge is 0.

Last column: Löwdin charge in e.
Geometry (Å):
O1 0.8969 -2.3936 -1.1275  0.086
N1 -0.1599 -0.3538 -0.6264  0.070
C1 0.7128 -1.4026 -0.4523  -0.484
C2 -1.9109 -0.4189 -1.5794  0.071
C3 -2.9556 -0.8435 -1.8929  0.002
C4 0.3028 0.5169 0.4299  -0.197
C5 1.2661 -0.6179 0.7213  -0.084
H1 2.4120 -0.3179 0.8521  0.160
H2 0.9019 -0.9230 1.7900  0.149
H3 -0.3513 0.7376 1.2769  0.112
H4 0.7116 1.4527 0.0127  0.119
H5 -3.8220 -1.3175 -2.1623  -0.003


(4)
Molecular formula: C5H5NO
Method: DFT, the ωB97M-V functional and the def2-TZVPD basis

Its net charge is 0. The structure (SMILES) is C#C[C@@H](O)CC#N.

Last column: Löwdin charge in e.
Geometry (Å):
O1 1.1008 -1.8240 -0.2024  -0.022
N1 -1.1956 2.1694 -0.9854  0.155
C1 -0.3714 1.4252 -0.6791  -0.264
C2 -0.7724 -0.6901 0.8548  -0.078
C3 0.6423 -0.6729 0.4649  -0.380
C4 0.8310 0.6368 -0.4166  -0.089
C5 -1.8762 -0.2114 0.8636  0.128
H1 1.5418 1.3201 0.0602  0.125
H2 1.2418 0.3447 -1.3880  0.126
H3 0.4002 -2.1538 -0.7788  0.104
H4 -2.8360 0.2447 0.8677  0.049
H5 1.2937 -0.5887 1.3392  0.145


(5)
Molecular formula: C5H5NO
Method: DFT, the ωB97M-V functional and the def2-TZVPD basis

Its net charge is 0.

Last column: Löwdin charge in e.
Geometry (Å):
O1 0.7977 -0.4962 2.4409  0.143
N1 1.9861 -0.9507 -0.7711  0.093
C1 -2.0694 1.0229 0.8162  0.128
C2 0.2111 -0.7873 1.5170  -0.003
C3 -1.0932 0.5908 0.2586  -0.231
C4 0.7243 -0.8931 -0.6510  -0.390
C5 -0.0898 0.3627 -0.8071  -0.195
H1 0.1486 -1.8209 -0.6301  0.110
H2 -0.5956 0.2799 -1.7834  0.132
H3 2.3939 -0.0175 -0.6759  0.053
H4 -2.9812 1.4688 1.1332  0.036
H5 0.5675 1.2406 -0.8475  0.125


(6)
Molecular formula: C5H5NO
Method: DFT, the ωB97M-V functional and the def2-TZVPD basis

Its net charge is 0. The structure (SMILES) is C#C[C@@H](C#N)CO.

Last column: Löwdin charge in e.
Geometry (Å):
O1 -1.9932 0.1497 -0.2595  -0.047
N1 2.2615 -1.8008 0.8517  0.164
C1 0.6693 0.9669 -0.3005  -0.109
C2 0.9003 2.1431 -0.2114  0.150
C3 1.4220 -1.2275 0.3010  -0.184
C4 -1.0412 -0.7456 0.2407  -0.232
C5 0.3588 -0.4670 -0.3788  -0.287
H1 -1.3635 -1.7479 -0.0505  0.131
H2 0.3411 -0.7715 -1.4326  0.157
H3 -0.9606 -0.7141 1.3368  0.132
H4 -1.7449 1.0351 0.0435  0.085
H5 1.1504 3.1797 -0.1404  0.040


Orbital gap for every record listed, in sequence, given in Eh: 0.3649 0.3726 0.3371 0.4106 0.3844 0.4229.
E for every record listed, in sequence, given in eV: -8799.909 -8800.326 -8796.940 -8800.587 -8799.668 -8800.970.
E_HOMO for every record listed, in sequence, given in eV: -9.89 -10.08 -10.03 -10.54 -9.69 -10.79.